A cluster of 15 separate species, C18H66N8O15 in total in a non-equilibrium geometry. Source: the OMol25 dataset; level of theory: wB97M-V/def2-TZVPD.

Energy above the lowest of the compared OMol25 structures with the same formula, charge and spin ... 2.3373 eV
HOMO-LUMO gap ... 8.2 eV
E_HOMO ... -0.3138 hartree
Molar mass ... 634.77 g mol⁻¹
Calculated total energy ... -2291.77028 hartree

```
! wB97M-V def2-TZVPD RIJCOSX def2/J DEFGRID3
* xyz 0 1
C 1.0877 -1.2157 3.7182
C 0.8749 -1.2307 5.2700
O 1.5844 -0.1590 5.8044
H 0.8662 -2.1239 3.1711
H 2.1010 -0.9576 3.3551
H 0.3744 -0.4612 3.3876
H 1.1913 -2.1633 5.5850
H -0.2252 -1.1803 5.5072
H 1.0777 0.6866 5.7482
C -2.1336 -2.2943 3.4986
C -3.0459 -3.3553 4.1474
O -2.8693 -4.5444 3.4853
H -2.4286 -2.1082 2.5328
H -1.1299 -2.6633 3.6241
H -2.3159 -1.4290 4.0381
H -4.0597 -3.0437 4.0858
H -2.8578 -3.4258 5.2444
H -3.4346 -5.1369 4.0143
C 0.1890 4.6287 -3.6329
C 0.4552 3.2263 -3.5048
O 0.5503 2.9116 -2.1546
H 1.1258 5.1730 -3.4761
H -0.5041 5.1346 -2.9804
H -0.0778 5.0178 -4.6680
H 1.2938 2.7373 -3.9361
H -0.4163 2.6276 -3.7891
H 0.3855 2.0045 -2.1063
C 2.3002 4.9190 0.2824
O 3.0634 5.9023 0.8827
N 2.0170 4.9067 -1.0106
N 1.7132 3.9682 0.9616
H 2.5724 5.5300 -1.7259
H 1.3119 4.2863 -1.5142
H 1.8932 4.0067 1.9410
H 1.7186 3.0099 0.5527
C 3.5980 1.8964 -1.0856
O 2.3566 1.6924 -0.4455
N 4.4740 0.9864 -1.1378
N 3.9680 3.1167 -1.3240
H 4.1968 0.1275 -0.6443
H 5.5109 1.1096 -1.3235
H 3.3349 3.8243 -1.0652
H 4.9049 3.4383 -1.5014
C -1.1567 1.5560 4.0220
O -0.2670 1.6792 5.0541
N -2.4252 1.2982 4.1684
N -0.8036 1.7318 2.7813
H -2.8362 1.1442 5.1026
H -3.1388 1.0304 3.4769
H 0.1496 1.9886 2.8551
H -1.1216 1.0562 2.0238
C 4.5887 -1.7977 0.8406
O 5.6350 -1.9331 1.7931
N 4.4150 -2.6461 -0.1509
N 3.6812 -0.8894 0.7913
H 5.0320 -3.5072 -0.2680
H 3.6768 -2.6069 -0.7706
H 3.7166 -0.1008 1.4224
H 2.8535 -1.0243 0.2702
C -0.5590 -3.6550 0.6819
O 0.5904 -2.7810 0.8627
H -1.3116 -3.2827 0.0580
H -0.9045 -3.9579 1.6996
H -0.2852 -4.5265 0.1793
H 1.2940 -3.3473 0.9065
C 1.7576 -2.8340 -2.2024
O 2.1205 -1.7351 -1.3443
H 1.2997 -2.6159 -3.2070
H 1.2339 -3.5984 -1.6865
H 2.6969 -3.2734 -2.6191
H 1.7535 -0.9117 -1.7310
C -2.2993 1.1638 -3.2726
O -3.3101 0.1841 -2.9802
H -1.6013 1.4134 -2.4138
H -2.9178 1.9924 -3.5704
H -1.7390 0.9429 -4.1787
H -4.0157 0.3837 -3.5581
C -3.9857 -1.8079 0.2268
O -4.4861 -1.7377 -1.0663
H -3.4209 -2.7997 0.1555
H -4.7724 -1.9669 0.8155
H -3.2087 -1.0820 0.4795
H -3.8684 -1.2184 -1.6117
C 1.3758 0.0630 -4.2329
O 0.7859 0.1136 -2.9680
H 2.2389 0.6898 -4.2987
H 0.7170 0.4016 -4.9910
H 1.6432 -0.9768 -4.5067
H 0.1050 -0.5574 -2.9180
C -4.4563 2.1563 -0.5432
O -3.2757 1.5162 -0.2272
H -4.3463 2.9942 -1.1534
H -4.7570 2.5978 0.4023
H -5.1999 1.3872 -0.8928
H -2.9628 1.1379 -1.0310
C -0.1087 0.2173 0.0629
O -0.9472 -0.2734 1.0786
H -0.4258 1.1561 -0.4269
H -0.1152 -0.5604 -0.7264
H 0.8258 0.3545 0.5703
H -0.5056 -1.0944 1.3821
C -1.5032 -3.1288 -2.6929
O -1.2217 -1.7720 -3.0744
H -0.7153 -3.2108 -1.8783
H -1.2788 -3.9438 -3.3295
H -2.5079 -3.2373 -2.1930
H -2.0168 -1.3346 -3.2587
*
```

Results of the Mulliken charge analysis, in e, for atoms 1 through 5: number 1, C, carries 0.229; number 2, C, carries -0.764; number 3, O, carries -0.642; number 4, H, carries -0.072; number 5, H, carries 0.396



A cluster of 18 separate species, C18H72O18 in total in a non-equilibrium geometry. Source: the OMol25 dataset; level of theory: wB97M-V/def2-TZVPD.

Energy above the lowest of the compared OMol25 structures with the same formula, charge and spin ... 7.3633 eV
HOMO-LUMO gap ... 10.1 eV
E_HOMO ... -0.3617 hartree
Molar mass ... 576.76 g mol⁻¹
Calculated total energy ... -2082.98686 hartree

```
! wB97M-V def2-TZVPD RIJCOSX def2/J DEFGRID3
* xyz 0 1
C 3.0001 4.8623 -1.4098
O 3.0904 3.8532 -0.4129
H 2.3281 4.5473 -2.1866
H 2.7713 5.8135 -0.9132
H 3.9375 4.9220 -1.8813
H 3.5040 3.0736 -0.8079
C -2.5501 3.3686 -2.9915
O -2.3511 2.0717 -2.5227
H -2.2539 3.3033 -4.0407
H -3.6149 3.6652 -2.9530
H -1.9444 4.0879 -2.4394
H -2.5026 2.1273 -1.5598
C 3.6658 0.2578 -0.5733
O 3.7583 1.3378 -1.5085
H 3.5429 -0.6693 -1.0763
H 4.6221 0.0459 -0.1501
H 2.7951 0.3851 0.1433
H 2.9722 1.1981 -2.0811
C -3.3261 -1.3064 1.4925
O -3.1296 0.0069 1.8892
H -2.4838 -1.9880 1.7803
H -4.1624 -1.7514 2.0259
H -3.5181 -1.4353 0.4246
H -2.2402 0.2024 2.2682
C -0.3259 3.5364 0.0905
O 0.5008 2.6922 -0.7004
H -0.3301 3.1179 1.1203
H 0.0568 4.5681 0.0566
H -1.3273 3.4730 -0.2522
H 1.3943 2.5101 -0.2769
C -2.8617 -2.8997 -5.8036
O -2.8301 -4.2741 -6.2658
H -1.9866 -2.7772 -5.1238
H -2.7718 -2.3405 -6.6784
H -3.8239 -2.6659 -5.3431
H -2.6832 -4.8521 -5.5069
C -4.4893 2.6917 0.0471
O -3.2152 2.2821 0.4055
H -4.8194 2.1595 -0.8966
H -5.2688 2.3556 0.7412
H -4.4329 3.7667 -0.1007
H -3.3110 1.5032 1.0225
C 2.0300 1.6334 2.4006
O 1.9744 0.2010 2.2338
H 2.8291 1.8959 3.1508
H 2.3089 2.0963 1.4222
H 1.0149 1.9575 2.7133
H 1.2986 -0.1392 2.7924
C -4.2254 -0.8265 -2.5395
O -2.8524 -0.5762 -2.7848
H -4.8280 -0.2725 -3.2642
H -4.4121 -1.9030 -2.6942
H -4.4687 -0.3522 -1.5652
H -2.7763 0.3768 -2.8758
C -2.5657 5.2797 3.0450
O -3.4852 4.9137 4.0863
H -3.0577 6.0792 2.4827
H -1.5729 5.5360 3.4522
H -2.3578 4.3958 2.4267
H -3.2378 3.9638 4.4311
C 0.6986 0.6784 -4.2277
O 1.2947 1.2998 -3.0640
H 1.0358 -0.3357 -4.1350
H -0.4280 0.6907 -4.1499
H 1.0244 1.1085 -5.1746
H 0.8460 2.1292 -2.7524
C 2.3930 -2.7135 0.5751
O 1.3355 -3.4087 -0.0431
H 3.2701 -2.7371 -0.0760
H 2.1724 -1.7046 0.8317
H 2.6359 -3.2703 1.4737
H 0.5460 -2.8916 -0.0937
C 3.8127 -3.0345 -2.6158
O 2.5162 -2.5023 -2.7637
H 3.8155 -3.7233 -1.8050
H 4.0143 -3.5741 -3.4980
H 4.5230 -2.2128 -2.3978
H 1.9051 -2.7891 -2.1079
C -1.5353 0.2698 4.7088
O -0.7579 0.3541 3.4366
H -2.5215 -0.1581 4.6912
H -0.9885 -0.5134 5.3585
H -1.5474 1.2858 5.1436
H -0.3598 -0.5530 3.4157
C -0.2758 -3.1640 3.3864
O 0.6333 -2.1253 3.7693
H -1.2784 -2.7449 3.6115
H -0.2595 -3.4025 2.3279
H -0.1223 -4.0582 4.0445
H 1.4469 -2.5137 4.1578
C 5.6326 -0.5835 3.1610
O 4.4534 -1.1696 2.6216
H 6.2940 -0.1518 2.3579
H 5.3585 0.2043 3.8548
H 6.2391 -1.4162 3.5964
H 3.6994 -0.5738 2.5020
C 1.0534 -6.7810 1.2046
O 0.7324 -5.4678 1.5188
H 1.0457 -7.3933 2.1631
H 0.3309 -7.2601 0.4750
H 2.0625 -6.8836 0.8559
H 0.9222 -4.9125 0.7518
C -0.3222 -0.1126 -0.3258
O -0.6059 -1.4856 -0.6225
H 0.0864 -0.0275 0.7521
H 0.4944 0.2260 -0.9910
H -1.2205 0.5198 -0.3875
H -1.1023 -1.5024 -1.4804
*
```

Results of the Mulliken charge analysis, in e, for atoms 1 through 5: number 1, C, carries -0.735; number 2, O, carries -0.490; number 3, H, carries 0.189; number 4, H, carries 0.214; number 5, H, carries 0.401



A structure of composition C18H75BrCdN3O18 in a non-equilibrium geometry. Source: the OMol25 dataset; level of theory: wB97M-V/def2-TZVPD.

HOMO-LUMO gap ... 8.4 eV
E_HOMO ... -0.4119 hartree
Molar mass ... 814.12 g mol⁻¹
Calculated total energy ... -4990.82859 hartree

```
! wB97M-V def2-TZVPD RIJCOSX def2/J DEFGRID3
* xyz 1 1
Cd -0.9698 0.4127 3.1554
Br 0.3376 0.8107 0.9460
C -3.5533 5.0571 1.6265
C -2.5204 4.4933 0.6750
O -2.3561 3.1205 0.8201
H -3.7306 6.0999 1.3633
H -3.2559 5.0095 2.6741
H -4.4896 4.5482 1.3976
H -1.5485 4.9573 0.8428
H -2.6747 4.7541 -0.3721
H -1.9017 2.6747 0.1014
C 2.4394 -2.7693 -1.5023
C 1.4834 -3.2437 -0.3897
O 1.6618 -2.6072 0.8308
H 3.4606 -3.1358 -1.3977
H 2.4247 -1.6847 -1.3947
H 2.2563 -2.8960 -2.5693
H 1.6200 -4.3224 -0.3134
H 0.4473 -3.1535 -0.7159
H 1.4624 -1.6895 0.6319
C 1.2361 6.2062 1.9098
C 2.2151 5.2641 1.1777
O 3.4593 5.5321 1.7434
H 1.5133 7.2508 2.0518
H 1.0797 5.8631 2.9325
H 0.1618 6.2130 1.7256
H 2.2872 5.5589 0.1308
H 1.9994 4.1967 1.2248
H 3.7923 6.2506 1.2007
C -1.4415 -1.6415 -2.9554
C -2.2415 -1.8934 -4.1684
C -1.3323 -2.5256 -5.2208
O -1.9417 -2.8032 -6.5328
C -1.5215 -1.9454 -7.6068
N -3.3897 -2.7169 -3.8020
H -0.9310 -0.6787 -2.9342
H -0.6598 -2.4008 -2.9310
H -1.8794 -1.7747 -1.9662
H -2.5912 -0.9261 -4.5291
H -0.7584 -3.4169 -4.9671
H -0.4596 -1.8926 -5.3811
H -2.2869 -1.3927 -8.1516
H -1.0699 -2.5745 -8.3738
H -0.6343 -1.3392 -7.4236
H -3.5569 -3.2419 -4.6485
H -2.9532 -3.4051 -3.2054
C -0.8768 -4.7936 3.1514
C -1.6439 -4.6717 1.8185
C -2.7088 -5.7668 1.6333
O -3.3158 -5.5295 0.3893
C -4.3184 -6.4987 0.0175
N -2.2225 -3.3133 1.5796
H -0.0438 -4.0945 3.0777
H -0.4915 -5.7884 3.3750
H -1.5146 -4.5208 3.9922
H -1.0191 -4.8195 0.9377
H -3.4946 -5.7740 2.3886
H -2.2334 -6.7423 1.7354
H -4.4135 -6.6215 -1.0613
H -5.2910 -6.1800 0.3925
H -4.3583 -7.4810 0.4882
H -2.5976 -3.4474 0.6515
H -2.9969 -3.2720 2.2266
C 0.7427 4.0373 -1.9231
C 0.5831 2.8246 -2.7241
C 1.8394 1.8768 -2.8763
O 2.8277 2.6481 -3.5449
C 3.8069 2.0399 -4.3188
N -0.6049 2.1496 -2.1289
H -0.1446 4.6315 -1.7049
H 1.4689 4.6623 -2.4428
H 1.2261 3.7989 -0.9757
H 0.3663 3.1673 -3.7358
H 1.5744 0.9378 -3.3622
H 2.2482 1.5470 -1.9212
H 4.7244 2.5034 -3.9564
H 3.7624 2.3898 -5.3501
H 3.8329 0.9526 -4.2462
H -0.4270 1.1810 -2.3528
H -0.3005 2.1055 -1.1669
O -2.7478 -0.4310 2.2427
H -3.6232 -0.1832 2.5402
H -2.8738 -1.2691 1.7977
O 4.7568 -0.3036 1.8868
H 4.1052 -0.4512 2.5723
H 4.5225 0.5454 1.5118
O 0.4934 1.0638 4.4148
H 1.2365 0.4651 4.3404
H 0.7936 1.7453 5.0161
O 3.2181 2.8956 3.8697
H 3.3720 3.8402 3.8889
H 2.6095 2.7664 3.1423
O 2.9736 -2.9192 3.1204
H 2.5762 -2.8771 2.2506
H 3.6684 -3.5721 3.0355
O -0.1310 -1.4547 3.1094
H -0.3902 -2.1345 2.4874
H 0.6589 -1.7990 3.5260
O 3.8021 2.2714 0.7850
H 2.9377 1.8675 0.8617
H 3.9125 2.4259 -0.1531
O -3.6960 2.6420 -2.3596
H -4.0572 1.7593 -2.2784
H -2.7514 2.5251 -2.2582
O 5.2759 0.1683 -1.4063
H 4.6479 -0.4923 -1.1140
H 5.8946 0.2490 -0.6804
O 2.2533 -0.9590 4.8780
H 2.9437 -0.4267 5.2733
H 2.7220 -1.6238 4.3735
O -1.8859 -0.1537 5.0347
H -2.1894 0.4937 5.6710
H -2.1147 -0.9979 5.4235
O -1.7917 2.2827 3.2066
H -1.7750 2.9993 3.8409
H -2.0213 2.7017 2.3771
*
```

Results of the Mulliken charge analysis, in e, for atoms 1 through 5: number 1, Cd, carries 2.040; number 2, Br, carries -0.665; number 3, C, carries -1.276; number 4, C, carries 0.209; number 5, O, carries -0.642



A cluster of 15 separate species, C18H7Cl56FO3 in total in a non-equilibrium geometry. Source: the OMol25 dataset; level of theory: wB97M-V/def2-TZVPD.

HOMO-LUMO gap ... 10.2 eV
E_HOMO ... -0.3853 hartree
Molar mass ... 2275.62 g mol⁻¹
Calculated total energy ... -26786.06244 hartree

```
! wB97M-V def2-TZVPD RIJCOSX def2/J DEFGRID3
* xyz 0 1
C 1.0139 -1.7084 2.3747
C 1.0466 -3.0726 3.3393
F 1.5064 -4.2525 2.5685
C 2.0200 -2.6978 4.6343
O 2.8688 -3.8126 5.0809
C 4.1243 -3.9060 4.3203
O 4.5404 -5.1532 3.9666
O 4.9553 -2.7873 3.8497
H 2.1040 -1.6085 1.9013
H 0.8609 -0.8026 3.1362
H 0.1684 -1.7741 1.5622
H -0.0619 -3.3288 3.6988
H 2.6308 -1.7123 4.3563
H 1.2664 -2.3492 5.4915
H 4.8332 -2.7472 2.8447
C -1.8647 1.0861 2.9141
Cl -3.4546 1.8896 2.9467
Cl -1.6016 0.3544 1.3110
Cl -0.5867 2.2849 3.2367
Cl -1.8157 -0.1845 4.1622
C -3.7156 0.8459 -2.1978
Cl -2.7222 -0.6331 -2.2081
Cl -2.6561 2.2739 -2.3122
Cl -4.8314 0.8215 -3.5866
Cl -4.6526 0.9215 -0.6843
C 3.1027 1.0607 -0.0208
Cl 2.9742 2.5383 -1.0082
Cl 1.5236 0.7043 0.7235
Cl 3.5931 -0.3043 -1.0556
Cl 4.3201 1.3044 1.2572
C -3.9367 -3.4854 3.8933
Cl -2.7561 -3.5761 5.2247
Cl -4.4851 -5.1277 3.4728
Cl -5.3341 -2.5053 4.4044
Cl -3.1715 -2.7325 2.4713
C 0.9805 -0.7393 -4.7038
Cl 2.1611 -0.8300 -3.3724
Cl 0.4321 -2.3816 -5.1242
Cl -0.4169 0.2408 -4.1927
Cl 1.7457 0.0135 -6.1258
C -1.0167 1.5360 8.1502
Cl -2.3769 0.8369 9.0643
Cl 0.3101 0.3503 8.0599
Cl -1.5576 1.9486 6.5034
Cl -0.4424 3.0083 8.9730
C 3.2912 -4.7345 -3.1606
Cl 1.9310 -5.4335 -2.2464
Cl 4.6180 -5.9202 -3.2509
Cl 2.7503 -4.3219 -4.8074
Cl 3.8654 -3.2622 -2.3378
C -3.4606 5.5958 -4.7977
Cl -2.4672 4.1167 -4.8080
Cl -2.4012 7.0237 -4.9121
Cl -4.5765 5.5714 -6.1865
Cl -4.3977 5.6713 -3.2842
C 7.2706 2.9623 -0.8618
Cl 8.1093 3.6437 -2.2784
Cl 8.4699 2.4914 0.3689
Cl 6.1682 4.1845 -0.1796
Cl 6.3349 1.5295 -1.3579
C -5.3995 -8.9353 1.8867
Cl -4.5608 -8.2539 0.4700
Cl -4.2002 -9.4061 3.1173
Cl -6.5020 -7.7130 2.5688
Cl -6.3352 -10.3680 1.3905
C 8.7224 -5.9997 -2.2878
Cl 9.2572 -6.7405 -0.7581
Cl 10.1066 -5.2033 -3.0780
Cl 8.0704 -7.2620 -3.3630
Cl 7.4553 -4.7929 -1.9521
C -3.5294 9.3760 -8.1105
Cl -2.5360 7.8969 -8.1208
Cl -2.4700 10.8039 -8.2250
Cl -4.6453 9.3516 -9.4993
Cl -4.4665 9.4516 -6.5970
C -3.2289 -2.3770 11.2989
Cl -4.8188 -1.5735 11.3314
Cl -2.9658 -3.1087 9.6958
Cl -1.9508 -1.1781 11.6215
Cl -3.1799 -3.6476 12.5469
C -3.9908 12.1509 -12.6274
Cl -4.9826 13.6286 -12.5417
Cl -4.8857 10.8849 -13.5053
Cl -2.4695 12.5056 -13.4845
Cl -3.6251 11.5846 -10.9782
*
```

Results of the Mulliken charge analysis, in e, for atoms 1 through 5: number 1, C, carries -0.605; number 2, C, carries 0.769; number 3, F, carries -0.358; number 4, C, carries -0.376; number 5, O, carries -0.272



A structure of composition C18H9Br2F2N4O7Pt. Source: the OMol25 dataset; level of theory: wB97M-V/def2-TZVPD.

Energy above the lowest of the compared OMol25 structures with the same formula, charge and spin ... 0.0000 eV
HOMO-LUMO gap ... 6.6 eV
E_HOMO ... -0.1963 hartree
Molar mass ... 786.17 g mol⁻¹
Calculated total energy ... -6904.07545 hartree

```
! wB97M-V def2-TZVPD RIJCOSX def2/J DEFGRID3
* xyz -1 1
Pt 0.5854 1.8165 -0.4458
O -2.8475 3.2316 1.1563
C -2.1034 2.5649 0.4525
O -0.9317 2.9893 0.1069
C -2.6621 1.2326 -0.0736
C -3.9910 1.0299 0.2112
C -4.6638 -0.1129 -0.2178
C -4.0150 -1.0981 -0.9265
C -2.6754 -0.9318 -1.2110
C -1.9353 0.2465 -0.8374
O -0.7265 0.3792 -1.1882
N -2.0384 -2.0495 -1.9087
O -0.8256 -2.1061 -1.9786
O -2.7698 -2.9187 -2.3706
N -6.0710 -0.2858 0.0976
O -6.6299 0.5860 0.7410
O -6.6303 -1.3015 -0.2901
H -4.5031 1.7913 0.7804
H -4.5308 -1.9904 -1.2410
Br 5.1882 -2.2608 -3.0603
C 3.9282 -1.1128 -2.2553
C 3.3887 -0.0577 -2.9614
C 2.4713 0.7391 -2.3094
N 2.0847 0.5440 -1.0401
C 2.6098 -0.4872 -0.3530
C 3.5410 -1.3332 -0.9501
C 2.1962 -0.7503 1.0811
C 2.7970 -1.7701 1.8209
C 2.3615 -1.9564 3.1204
Br 3.1415 -3.3291 4.1617
C 1.3744 -1.1551 3.6588
C 0.8517 -0.1660 2.8396
N 1.2518 0.0229 1.5928
H 3.6550 0.1481 -3.9870
H 2.0045 1.5773 -2.8048
H 3.9617 -2.1684 -0.4181
H 3.5733 -2.4116 1.4391
H 1.0255 -1.2920 4.6718
H 0.0799 0.5066 3.1969
F 1.9578 4.3209 -0.4171
C 1.9060 3.1085 0.2667
F 1.6688 3.4635 1.5872
H 2.9466 2.7465 0.2628
*
```

Results of the Mulliken charge analysis, in e, for atoms 1 through 5: number 1, Pt, carries 0.856; number 2, O, carries -0.713; number 3, C, carries 0.666; number 4, O, carries -0.613; number 5, C, carries -0.071